Entry 1:
ORCA calculation (ωB97M-V with the def2-TZVPD basis set) on a cluster of 2 separate species, C21H27N2 in total.

Values from the calculation:
- Relative energy (zero: lowest compared OMol25 entry of this formula, charge and spin): 5.78 kcal/mol
- Largest force on an atom: 1.9 eV/Å
- Frontier orbital gap: 6.63 eV
- Calculated total energy: -925.68511 hartree
- Charge: +1

XYZ file:
```
50
Properties=species:S:1:pos:R:3:forces:R:3:mulliken_charge:R:1
C -2.97199 1.25161 0.01080 -0.06 0.67 -0.24 -1.66
C -2.29569 0.19097 0.77299 -0.80 -1.61 -0.25 -0.03
N -2.81159 -1.05342 0.91119 0.25 1.89 -0.35 0.29
C -4.07481 -1.48531 0.33719 -0.48 -0.14 -0.18 -0.91
C -1.95926 -1.86068 1.67991 1.08 -0.04 0.54 0.15
C -0.83145 -1.07773 2.01821 -0.32 -0.75 0.07 0.93
C 0.22522 -1.67637 2.68783 0.10 -0.32 0.19 -0.14
C 0.10901 -3.00966 3.10252 -0.22 0.21 -0.27 -0.94
C -1.03870 -3.75965 2.80344 -0.14 0.45 -0.19 -0.67
C -2.08959 -3.19144 2.05848 0.21 0.13 0.11 -1.12
C -1.03776 0.25448 1.44921 1.29 0.67 0.40 1.79
C -0.16469 1.33629 1.45866 -1.47 -0.67 -0.06 -0.55
C 1.03608 1.44115 2.25721 1.17 0.27 0.69 0.20
C 1.10896 1.05975 3.62402 -0.05 -0.14 -0.40 -0.40
C 2.32600 1.06448 4.30560 -0.16 0.12 -0.24 -0.48
C 3.49629 1.46485 3.64839 -0.30 0.03 -0.26 -0.44
C 3.43194 1.91657 2.32463 -0.06 0.01 0.05 -0.72
C 2.21505 1.94509 1.65258 -0.55 -0.12 0.04 -0.58
H -2.33946 2.14350 0.05911 -0.32 -0.07 -0.14 0.34
H -3.11082 0.99456 -1.05319 0.04 -0.08 0.41 0.40
H -3.95624 1.51949 0.42987 0.32 -0.21 -0.09 0.41
H -4.22659 -2.53264 0.60403 -0.05 0.25 -0.11 0.33
H -4.91693 -0.89332 0.72172 0.33 -0.14 0.04 0.32
H -4.07654 -1.39360 -0.75828 0.20 -0.04 0.34 0.33
H 1.12440 -1.09894 2.88777 -0.21 -0.43 0.04 0.47
H 0.92784 -3.45925 3.66422 -0.26 0.05 -0.20 0.43
H -1.10496 -4.79126 3.14681 -0.06 0.27 -0.15 0.40
H -2.98247 -3.74751 1.78390 0.29 -0.11 0.16 0.28
H -0.41829 2.18295 0.80974 0.23 -0.25 0.14 0.26
H 0.20136 0.71917 4.12979 0.31 0.16 -0.14 0.54
H 2.36478 0.73441 5.34589 -0.03 0.17 -0.34 0.42
H 4.45297 1.43564 4.16674 -0.23 0.03 -0.10 0.41
H 4.32986 2.25360 1.80588 -0.23 -0.08 0.23 0.39
H 2.13850 2.31911 0.62795 0.21 -0.13 0.30 0.52
C 1.10068 0.57352 -6.48968 -0.04 0.00 0.01 -1.28
C 0.44301 0.66791 -5.11688 -0.07 0.07 0.16 -0.38
C 1.41453 0.42390 -3.96468 0.07 -0.10 0.17 -0.60
C 0.76066 0.52980 -2.58433 -0.42 0.14 -0.17 -0.36
N 1.68267 0.25396 -1.49812 0.47 -0.13 0.16 -0.59
H 0.36492 0.75662 -7.27625 0.10 -0.02 0.02 0.37
H 1.89847 1.31457 -6.59751 -0.05 -0.09 0.01 0.32
H 1.52949 -0.41932 -6.65590 -0.01 0.11 0.02 0.32
H -0.00716 1.66060 -4.99816 -0.03 -0.07 -0.02 0.32
H -0.37377 -0.06080 -5.05479 0.02 0.07 0.00 0.32
H 1.85165 -0.57787 -4.07392 0.04 0.20 0.09 0.31
H 2.23132 1.15664 -4.03097 -0.02 -0.15 0.03 0.37
H 0.30572 1.53184 -2.47602 -0.10 -0.16 -0.22 0.25
H -0.03940 -0.21990 -2.51450 -0.03 0.18 -0.10 0.23
H 2.50550 0.84714 -1.55933 -0.14 -0.08 0.14 0.28
H 1.25127 0.36451 -0.58376 0.18 0.00 -0.29 0.15
```
Positions in Å, forces in eV/Å.


Entry 2:
ORCA calculation (ωB97M-V with the def2-TZVPD basis set) on a structure of composition C2H8N4O2.

Values from the calculation:
- Relative energy (zero: lowest compared OMol25 entry of this formula, charge and spin): 229.57 kcal/mol
- Largest force on an atom: 6.6 eV/Å
- Frontier orbital gap: 9.29 eV
- Calculated total energy: -450.21965 hartree

XYZ file:
```
16
Properties=species:S:1:pos:R:3:forces:R:3:mulliken_charge:R:1
C 3.19626 0.14664 0.00747 0.87 -2.65 0.15 -0.51
C -0.32801 -0.20211 0.06595 0.40 -2.23 1.21 0.27
H 3.72093 -1.15558 -0.10103 -1.06 4.32 0.64 0.19
H 3.22958 0.55104 1.13553 -0.17 -1.11 -2.63 0.26
H 3.69544 0.86896 -0.70432 -0.25 -1.08 0.87 0.22
H 0.80643 -1.62838 0.50951 1.52 3.10 0.71 0.38
H 0.26640 1.38162 -0.07751 -0.61 2.40 -0.42 0.28
H -1.56544 1.85456 1.13647 -0.87 -0.11 -0.21 0.23
H -2.07125 2.48884 -0.33892 0.64 -3.00 1.26 0.29
H -2.60820 -0.20510 -0.02030 -1.03 -1.83 -0.53 0.50
N 1.02047 -0.49171 0.67764 -2.48 -2.44 -4.11 -0.34
N -0.64933 0.99937 -0.32808 2.18 3.69 -1.06 -0.13
N -1.84768 1.53042 0.19709 -0.04 3.46 -0.05 -0.62
N -1.06484 -1.17302 -0.03511 -1.50 -6.30 1.44 -0.40
O 1.86374 -0.02251 -0.51501 0.52 -0.09 2.70 -0.26
O -2.47546 -1.21231 -0.18008 1.87 3.88 0.02 -0.36
```
Positions in Å, forces in eV/Å.


Entry 3:
ORCA calculation (ωB97M-V with the def2-TZVPD basis set) on a structure of composition C40H31ClCrGeI2N3O.

Values from the calculation:
- Relative energy (zero: lowest compared OMol25 entry of this formula, charge and spin): 12.60 kcal/mol
- Largest force on an atom: 2.6 eV/Å
- Spin multiplicity: 4
- Frontier orbital gap (alpha / beta): 3.04 / 4.35 eV
- Calculated total energy: -5959.43311 hartree
- Charge: -2

XYZ file:
```
80
Properties=species:S:1:pos:R:3:forces:R:3:lowdin_spin:R:1
Cr 1.47330 -1.56855 0.22363 0.57 1.08 -1.30 2.81
Cl -0.46418 2.65842 5.29620 0.06 -0.06 -0.05 0.00
C 0.46607 1.64742 4.19415 0.01 0.23 0.33 0.01
C 1.80704 1.45720 4.44349 -0.32 0.03 -0.09 0.01
C 2.57116 0.67133 3.58433 0.12 -0.17 -0.11 0.01
I 4.59659 0.37043 3.96475 -0.03 -0.01 -0.02 0.00
C 2.00895 0.05310 2.45825 1.19 -0.71 -0.87 0.01
O 2.64679 -0.70215 1.60207 -0.47 0.59 1.23 0.02
C 0.62283 0.26761 2.25286 -1.11 -0.41 -1.50 0.01
N 0.12551 -0.37264 1.12139 -2.13 0.67 0.86 0.06
C -1.21464 -0.22710 0.82206 2.51 -0.56 0.14 0.03
C -2.04061 0.55183 1.59570 -0.20 0.99 1.27 0.01
C -1.56510 1.21818 2.73856 0.55 -0.71 -0.80 0.06
C -0.18285 1.06388 3.08794 -0.78 0.21 -0.16 0.01
H 2.26220 1.92286 5.30734 -0.01 0.00 -0.02 0.00
H -1.58038 -0.77635 -0.03690 0.17 0.03 -0.03 0.00
H -3.08117 0.64196 1.30259 0.04 0.04 0.05 0.00
H -2.21239 1.83511 3.34434 0.00 -0.01 0.00 0.00
C 1.12279 -3.12355 3.16800 0.24 -0.06 0.04 0.00
N 0.75607 -3.03112 1.77490 0.20 0.33 -0.37 0.00
C -0.17724 -3.76844 1.31024 -0.38 -0.28 -0.46 0.01
C -0.54968 -3.64585 -0.07376 0.14 0.01 0.58 0.00
C -1.36932 -4.40922 -0.89685 -0.18 -0.10 -0.27 0.01
C -1.20278 -3.88905 -2.19455 -0.02 -0.08 0.26 0.00
C -0.28985 -2.83771 -2.07760 0.01 0.03 0.15 0.01
N 0.08834 -2.68001 -0.79919 0.10 0.07 -0.22 -0.01
C -0.02990 -2.99800 4.12579 -0.03 0.01 0.20 0.00
C 0.00024 -3.66711 5.34502 -0.08 0.00 0.01 0.00
C -1.01960 -3.50348 6.27268 -0.05 0.04 -0.01 0.00
C -2.08802 -2.66211 5.98845 0.07 -0.02 -0.04 0.00
C -2.12036 -1.98686 4.77334 0.03 -0.03 0.03 0.00
C -1.10151 -2.15402 3.84706 -0.05 0.12 -0.03 0.00
H 1.83100 -2.31896 3.38371 0.04 -0.04 -0.09 0.00
H 1.66855 -4.05660 3.34802 -0.04 -0.02 0.04 0.00
H -0.70325 -4.49633 1.93830 0.03 0.01 -0.02 0.00
H -1.98835 -5.23795 -0.58744 -0.02 -0.04 -0.01 0.00
H -1.67398 -4.22698 -3.10513 -0.01 -0.01 0.01 0.00
H 0.12574 -2.20852 -2.84919 0.04 -0.03 0.15 0.00
H 0.83658 -4.32113 5.56899 -0.01 0.00 -0.01 0.00
H -0.97745 -4.03237 7.21801 -0.02 0.00 0.00 0.00
H -2.88525 -2.52970 6.70985 0.00 0.01 0.00 0.00
H -2.93580 -1.31242 4.54437 -0.02 0.02 0.00 0.00
H -1.12674 -1.60676 2.90533 -0.05 -0.25 0.26 0.00
I 3.47840 -3.24205 -0.61653 0.16 -0.20 0.09 -0.01
C 1.77639 -0.18696 -1.23873 -0.65 -0.31 0.33 -0.12
Ge 0.67967 1.02422 -2.21459 0.88 -0.90 0.48 0.00
C 0.44648 2.79373 -1.36015 -0.32 0.30 -0.05 0.00
C -0.08710 3.86157 -2.08550 -0.04 0.07 0.19 0.00
C -0.27131 5.10504 -1.49720 0.01 0.03 0.01 0.00
C 0.07936 5.30280 -0.16504 -0.02 0.05 -0.03 0.00
C 0.62588 4.25748 0.56335 -0.02 -0.01 -0.04 0.00
C 0.81364 3.01835 -0.03831 -0.19 0.27 -0.12 0.00
C 1.61502 1.58148 -3.86900 0.07 0.09 -0.04 0.00
C 2.93675 2.01707 -3.72928 0.04 0.04 -0.10 0.00
C 3.67459 2.45517 -4.81935 -0.07 -0.04 0.01 0.00
C 3.10293 2.46535 -6.08670 0.00 0.00 -0.02 0.00
C 1.79271 2.04066 -6.24630 0.01 -0.03 0.04 0.00
C 1.06015 1.60423 -5.14548 -0.03 0.11 -0.09 0.00
C -1.13740 0.55188 -2.82784 -0.09 0.15 0.00 0.00
C -1.34179 -0.31548 -3.90154 -0.04 -0.11 -0.02 0.00
C -2.61414 -0.59460 -4.38314 0.06 0.04 0.07 0.00
C -3.72175 -0.01154 -3.78461 -0.03 0.06 0.06 0.00
C -3.54219 0.84818 -2.70796 -0.05 -0.07 -0.03 0.00
C -2.26361 1.12952 -2.24248 -0.07 -0.09 -0.04 0.00
H 2.80952 0.03154 -1.53102 0.04 -0.22 0.08 0.00
H -0.37022 3.71944 -3.12463 0.00 -0.02 -0.01 0.00
H -0.69172 5.92099 -2.07467 -0.01 0.04 0.00 0.00
H -0.07273 6.26989 0.30011 0.00 0.03 0.00 0.00
H 0.89940 4.39336 1.60303 0.02 0.04 0.03 0.00
H 1.24971 2.21805 0.52969 0.19 -0.39 0.13 0.00
H 3.39820 2.01542 -2.74722 -0.03 -0.03 0.01 0.00
H 4.69632 2.78774 -4.68057 0.03 0.01 -0.01 0.00
H 3.67680 2.80145 -6.94230 0.01 0.02 -0.02 0.00
H 1.33541 2.04683 -7.22910 -0.01 0.01 -0.04 0.00
H 0.02974 1.29238 -5.29173 0.09 0.03 -0.01 0.00
H -0.49193 -0.80723 -4.36601 -0.02 0.10 0.01 0.00
H -2.73846 -1.27692 -5.21541 -0.01 -0.02 -0.01 0.00
H -4.71830 -0.23123 -4.14962 -0.02 0.00 0.01 0.00
H -4.39950 1.29985 -2.22333 -0.06 0.01 0.00 0.00
H -2.14427 1.80403 -1.40191 0.03 0.05 -0.01 0.00
```
Positions in Å, forces in eV/Å.